The following is a quantum chemistry calculation of 2 unconnected molecules or ions with the total composition C3H4N2O3, from OMol25.

Structure (XYZ):
```
12
Properties=species:S:1:pos:R:3:forces:R:3
C 1.177971 2.181719 0.420329 0.2 0.0 -1.6
C -1.507765 -0.197911 -0.972611 0.1 -1.6 -0.7
C 1.206217 1.158658 1.207537 1.0 0.2 -0.1
N -1.179415 -1.409710 -0.959051 -2.1 -0.1 -2.0
N -0.306141 -2.171664 -0.247449 0.5 0.5 1.1
O 1.262273 2.885599 -0.486687 -0.3 1.2 -0.2
O 0.873572 -2.207266 -0.481098 0.3 0.4 -0.7
O -0.889914 -2.847019 0.557943 -0.2 -0.6 0.8
H -2.348252 0.166217 -1.532198 -0.5 -0.7 -0.6
H -0.986372 0.586753 -0.601778 2.0 2.1 2.1
H 0.479993 1.080535 1.946319 -0.8 -0.6 1.4
H 2.217832 0.774088 1.148744 -0.2 -0.7 0.6
```
Positions in Å, forces in eV/Å.

Gap between HOMO and LUMO: 9.7 eV
SMILES: C=N[N+](=O)[O-].C=C=O

These are the Mulliken partial charges, in e, on atoms 1 to 5:
1 C 0.73
2 C 0.03
3 C -0.99
4 N -0.41
5 N 1.05